Record 1
{"formula": "C36H45N2O3P2PtS4Si", "method": "the ωB97M-V functional and the def2-TZVPD basis", "multiplicity": 1, "e_above_lowest_kcal_mol": 38.1, "charge": 1, "gap_ev": [4.52, 4.52], "species": ["Pt", "S", "C", "N", "C", "C", "C", "C", "C", "C", "S", "H", "H", "H", "H", "C", "C", "C", "O", "P", "S", "S", "O", "C", "C", "C", "H", "H", "H", "H", "H", "H", "H", "H", "H", "H", "H", "H", "H", "H", "C", "C", "C", "C", "C", "C", "Si", "C", "C", "C", "C", "C", "C", "C", "C", "C", "C", "C", "C", "H", "H", "H", "H", "H", "H", "H", "H", "H", "H", "H", "H", "H", "H", "H", "C", "C", "N", "H", "H", "H", "C", "P", "C", "C", "O", "H", "H", "H", "H", "H", "H", "H", "H", "H"], "positions_angstrom": [[0.394, -0.632, -0.698], [-1.037, -2.423, 0.394], [-0.520, -1.427, 1.668], [0.179, -0.366, 1.339], [0.503, 0.439, 2.417], [1.184, 1.646, 2.371], [1.438, 2.295, 3.563], [1.020, 1.752, 4.782], [0.312, 0.564, 4.825], [0.042, -0.082, 3.626], [-0.824, -1.577, 3.358], [1.489, 2.051, 1.414], [1.970, 3.236, 3.556], [1.249, 2.268, 5.702], [-0.031, 0.155, 5.765], [5.424, -0.913, 3.193], [4.334, -0.089, 2.544], [4.811, 1.299, 2.183], [3.885, -0.695, 1.290], [3.365, -2.176, 1.180], [2.274, -2.715, 2.730], [2.255, -2.426, -0.443], [4.713, -2.981, 1.028], [4.851, -4.350, 0.561], [4.248, -5.332, 1.538], [6.336, -4.553, 0.357], [5.853, -0.345, 4.018], [6.212, -1.136, 2.474], [5.045, -1.854, 3.590], [3.455, -0.035, 3.195], [5.675, 1.240, 1.521], [5.110, 1.826, 3.088], [4.029, 1.867, 1.690], [4.331, -4.413, -0.399], [4.673, -5.192, 2.532], [4.473, -6.343, 1.201], [3.165, -5.226, 1.606], [6.866, -4.444, 1.303], [6.736, -3.828, -0.350], [6.520, -5.554, -0.030], [-3.488, 3.029, 2.413], [-2.994, 3.709, 1.313], [-2.313, 3.020, 0.317], [-2.129, 1.638, 0.400], [-2.620, 0.973, 1.530], [-3.288, 1.658, 2.529], [-1.544, 0.664, -1.075], [-3.008, -0.375, -1.642], [-2.928, -1.645, -2.219], [-4.059, -2.306, -2.673], [-5.305, -1.705, -2.564], [-5.411, -0.449, -1.989], [-4.276, 0.203, -1.527], [-1.187, 1.871, -2.478], [-2.173, 2.136, -3.435], [-1.981, 3.089, -4.427], [-0.792, 3.799, -4.483], [0.197, 3.556, -3.541], [0.004, 2.601, -2.551], [-4.033, 3.562, 3.180], [-3.144, 4.776, 1.224], [-1.927, 3.566, -0.535], [-2.495, -0.098, 1.620], [-3.662, 1.128, 3.395], [-1.972, -2.144, -2.303], [-3.971, -3.297, -3.100], [-6.190, -2.218, -2.916], [-6.379, 0.024, -1.892], [-4.385, 1.176, -1.062], [-3.110, 1.595, -3.403], [-2.762, 3.282, -5.149], [-0.642, 4.548, -5.249], [1.117, 4.126, -3.573], [0.783, 2.427, -1.821], [-0.613, -0.520, -5.091], [-0.090, -0.871, -3.785], [0.324, -1.149, -2.752], [-1.519, -1.092, -5.281], [0.126, -0.735, -5.862], [-0.852, 0.544, -5.085], [3.386, -0.435, -3.676], [3.473, 0.681, -2.270], [3.784, 2.302, -2.972], [4.972, 0.232, -1.401], [2.243, 0.691, -1.405], [4.356, -0.490, -4.167], [2.645, -0.067, -4.386], [3.095, -1.429, -3.333], [4.686, 2.297, -3.582], [3.891, 3.030, -2.169], [2.932, 2.581, -3.590], [5.830, 0.317, -2.066], [4.894, -0.788, -1.026], [5.095, 0.901, -0.552]], "forces_ev_per_angstrom": [[0.7, -2.2, 0.8], [1.1, 1.6, -1.5], [0.3, 0.3, 1.6], [-0.4, -0.7, -1.3], [0.3, 0.3, 0.0], [0.0, 0.0, -0.1], [0.0, 0.0, 0.0], [0.0, -0.1, -0.1], [-0.1, 0.0, 0.0], [0.0, -0.2, -0.2], [0.0, 0.1, -0.1], [0.1, 0.0, 0.0], [0.0, 0.0, 0.0], [0.0, 0.0, 0.0], [0.0, 0.0, 0.0], [0.1, -0.1, 0.1], [-0.2, -0.1, 0.0], [0.1, -0.1, 0.0], [0.3, 0.7, -0.2], [-1.4, -0.8, 1.9], [0.5, 0.2, 0.1], [0.1, 0.1, -1.6], [0.4, 0.0, -0.3], [0.0, 0.0, -0.1], [-0.1, -0.1, 0.0], [0.0, 0.0, 0.0], [0.0, 0.0, 0.0], [0.0, 0.1, 0.0], [-0.1, 0.0, -0.1], [0.1, -0.1, 0.0], [0.1, 0.0, 0.0], [0.0, 0.0, 0.0], [-0.1, 0.1, -0.1], [0.0, 0.0, 0.0], [0.0, 0.0, 0.0], [0.0, -0.1, 0.0], [0.1, 0.0, 0.0], [0.0, 0.0, 0.0], [0.0, 0.0, 0.0], [0.0, 0.0, 0.0], [0.0, 0.0, 0.0], [0.1, 0.0, 0.0], [0.1, 0.0, 0.0], [0.0, 0.0, 0.1], [-0.1, 0.1, -0.1], [0.0, 0.0, 0.0], [-0.5, 0.5, -0.3], [0.1, -0.2, 0.1], [-0.1, 0.1, 0.0], [0.0, 0.0, 0.0], [0.0, 0.0, 0.0], [0.0, 0.0, 0.0], [0.0, 0.0, 0.0], [0.0, 0.0, 0.0], [0.0, 0.0, 0.0], [0.0, 0.0, 0.0], [0.0, 0.0, 0.0], [0.0, 0.0, 0.0], [-0.1, 0.1, 0.0], [0.0, 0.0, 0.0], [0.0, 0.0, 0.0], [-0.1, 0.0, -0.1], [-0.2, 0.0, 0.0], [0.0, 0.0, 0.0], [0.1, -0.1, 0.0], [0.0, 0.0, 0.0], [0.0, 0.0, 0.0], [0.0, 0.0, 0.0], [0.0, 0.0, 0.0], [-0.1, 0.0, 0.0], [0.0, 0.0, 0.0], [0.0, 0.0, 0.0], [0.0, 0.0, 0.0], [0.1, 0.0, 0.0], [0.1, -0.1, 0.0], [0.2, -0.2, 0.1], [-0.5, 0.9, 0.6], [0.0, 0.0, 0.0], [0.0, 0.0, 0.0], [0.0, 0.0, 0.0], [-0.2, 0.0, 0.0], [0.6, -0.4, -0.1], [-0.2, 0.1, 0.1], [-0.1, 0.0, 0.0], [-1.4, 0.0, 0.6], [0.0, 0.0, 0.0], [0.0, 0.0, 0.0], [0.1, 0.0, 0.1], [0.0, 0.0, 0.0], [0.0, 0.0, 0.0], [0.0, 0.1, 0.0], [0.0, 0.0, -0.1], [0.0, 0.0, 0.0], [0.0, 0.0, 0.0]], "lowdin_charge": [0.92, 0.80, -1.17, -0.18, -0.31, -0.01, -0.06, -0.06, -0.06, -0.45, 1.06, 0.12, 0.11, 0.11, 0.12, -0.05, -0.45, -0.05, -0.33, -0.15, 0.32, 0.28, -0.31, -0.47, -0.07, -0.04, 0.09, 0.09, 0.06, 0.11, 0.08, 0.09, 0.07, 0.11, 0.09, 0.09, 0.05, 0.09, 0.08, 0.09, -0.07, -0.07, -0.08, -0.28, -0.11, -0.06, 0.62, -0.30, -0.16, -0.07, -0.07, -0.06, -0.10, -0.30, -0.10, -0.08, -0.07, -0.08, -0.11, 0.11, 0.11, 0.10, 0.07, 0.11, 0.05, 0.11, 0.11, 0.11, 0.11, 0.10, 0.11, 0.11, 0.10, 0.07, 0.02, -0.16, 0.06, 0.11, 0.10, 0.09, -0.17, 0.57, -0.15, -0.15, -0.49, 0.07, 0.04, 0.04, 0.07, 0.07, 0.04, 0.07, 0.04, 0.04]}

---

Record 2
{"formula": "C36H45N9", "method": "the ωB97M-V functional and the def2-TZVPD basis", "multiplicity": 1, "e_above_lowest_kcal_mol": 57.2, "gap_ev": 8.35, "species": ["C", "C", "C", "N", "C", "H", "H", "H", "H", "H", "C", "C", "C", "N", "C", "H", "H", "H", "H", "H", "C", "C", "C", "N", "C", "H", "H", "H", "H", "H", "C", "C", "C", "N", "C", "H", "H", "H", "H", "H", "C", "C", "C", "N", "C", "H", "H", "H", "H", "H", "C", "C", "C", "N", "C", "H", "H", "H", "H", "H", "C", "C", "C", "N", "C", "H", "H", "H", "H", "H", "C", "C", "C", "N", "C", "H", "H", "H", "H", "H", "C", "C", "C", "N", "C", "H", "H", "H", "H", "H"], "positions_angstrom": [[-2.617, 2.349, 3.442], [-2.225, 3.722, 3.738], [-3.441, 4.377, 4.036], [-4.461, 3.438, 4.081], [-3.979, 2.283, 3.605], [-1.976, 1.520, 3.179], [-1.181, 3.992, 3.679], [-3.696, 5.393, 4.300], [-5.426, 3.553, 4.356], [-4.607, 1.407, 3.537], [-0.479, -0.667, -0.551], [-1.850, -0.528, -0.775], [-2.266, 0.610, -0.048], [-1.123, 1.160, 0.514], [-0.030, 0.394, 0.199], [0.246, -1.398, -0.878], [-2.412, -1.255, -1.342], [-3.243, 1.068, -0.001], [-1.103, 2.015, 1.052], [0.956, 0.678, 0.535], [1.974, 2.430, 3.124], [2.954, 1.695, 2.458], [2.605, 0.334, 2.700], [1.578, 0.230, 3.553], [1.087, 1.533, 3.702], [1.922, 3.507, 3.189], [3.808, 2.148, 1.977], [3.110, -0.530, 2.295], [1.230, -0.570, 4.060], [0.197, 1.711, 4.288], [-1.896, 3.928, -0.783], [-0.534, 4.152, -1.034], [-0.193, 5.135, -0.093], [-1.179, 5.391, 0.796], [-2.272, 4.665, 0.370], [-2.617, 3.293, -1.276], [0.109, 3.671, -1.756], [0.813, 5.493, 0.069], [-1.180, 6.028, 1.580], [-3.135, 4.617, 1.019], [-1.714, -3.127, -3.602], [-3.121, -3.150, -3.524], [-3.476, -4.337, -2.879], [-2.287, -5.038, -2.704], [-1.206, -4.357, -3.178], [-1.265, -2.234, -4.011], [-3.732, -2.319, -3.845], [-4.404, -4.704, -2.465], [-2.207, -5.871, -2.139], [-0.177, -4.638, -3.007], [1.010, -5.697, -0.448], [0.933, -4.296, -0.475], [2.251, -3.828, -0.395], [3.098, -4.872, -0.267], [2.347, -5.995, -0.413], [0.238, -6.452, -0.455], [-0.019, -3.786, -0.449], [2.683, -2.840, -0.459], [4.093, -4.919, -0.101], [2.807, -6.960, -0.255], [-0.307, 2.508, -4.750], [0.941, 2.273, -4.092], [0.675, 1.405, -3.053], [-0.652, 1.083, -3.109], [-1.275, 1.762, -4.093], [-0.424, 3.205, -5.566], [1.879, 2.793, -4.223], [1.265, 1.012, -2.239], [-1.095, 0.434, -2.474], [-2.327, 1.558, -4.224], [4.309, -1.197, -2.483], [3.977, 0.019, -1.981], [4.706, 0.993, -2.622], [5.539, 0.392, -3.587], [5.263, -0.963, -3.434], [3.829, -2.130, -2.229], [3.247, 0.218, -1.210], [4.779, 2.066, -2.523], [6.292, 0.842, -4.087], [5.736, -1.777, -3.963], [-1.011, -1.558, 4.449], [-0.038, -2.517, 4.284], [0.247, -2.717, 2.967], [-0.599, -1.903, 2.247], [-1.461, -1.307, 3.130], [-1.352, -1.231, 5.420], [0.347, -3.005, 5.167], [1.013, -3.336, 2.523], [-0.556, -1.720, 1.255], [-2.268, -0.753, 2.674]], "forces_ev_per_angstrom": [[-0.2, 1.3, 0.2], [-2.2, -1.3, -0.3], [1.0, -0.2, 0.8], [0.5, 1.0, -0.9], [0.5, -2.1, 0.3], [0.0, 0.1, 0.0], [-0.3, 0.7, 0.1], [0.4, 0.0, 0.1], [0.3, 0.4, -0.2], [0.0, 0.1, 0.0], [1.9, 0.3, 0.1], [-1.0, 0.5, 1.2], [1.2, -0.9, -0.8], [-0.6, -0.7, -0.5], [-0.8, 0.7, 0.3], [-0.4, -0.3, -0.4], [-0.4, 0.2, 0.1], [0.2, 0.1, 0.2], [0.0, 0.0, -0.2], [0.0, -0.1, 0.1], [-1.2, -0.2, 0.4], [-0.6, -1.9, 0.4], [2.7, 0.7, -0.9], [-1.1, 2.7, -0.7], [0.3, -0.3, 1.0], [-0.2, -0.1, -0.1], [-0.1, -0.6, -0.3], [0.0, -0.1, 0.3], [-0.2, -0.2, -0.5], [0.2, 0.0, 0.1], [-1.6, 0.5, 1.9], [-0.4, 1.6, 1.2], [2.5, -0.9, -0.5], [-1.0, -0.8, -1.1], [0.4, -0.7, -0.7], [0.3, -0.1, -0.2], [-0.1, 0.3, -0.1], [-0.1, 0.3, 0.0], [0.2, -0.2, -0.3], [-0.2, 0.1, -0.4], [0.1, -0.3, -0.8], [-0.2, -0.8, 1.2], [1.2, 0.5, -0.5], [-0.7, -0.5, 0.4], [-0.6, 2.1, 0.2], [0.7, -0.4, 0.0], [-0.3, -0.3, 0.1], [0.1, -0.1, -0.3], [-0.1, 0.1, -0.3], [-0.3, -0.3, -0.1], [0.8, -0.4, -0.4], [0.7, 0.4, 0.3], [-0.8, 1.5, 0.3], [-0.6, -1.0, -0.8], [0.3, -1.8, 1.2], [-0.1, 0.2, -0.1], [0.4, 0.5, -0.3], [-0.4, 0.1, 0.2], [-0.3, 0.5, -0.3], [0.0, 0.0, -0.2], [0.1, 0.2, 0.1], [-0.6, 0.0, 0.7], [-0.1, -0.2, -0.1], [0.6, -0.1, 0.6], [0.3, 0.0, -0.6], [-0.3, -0.2, 0.0], [-0.1, -0.1, -0.3], [0.1, 0.1, -0.3], [0.0, 0.2, 0.0], [0.1, 0.4, -0.4], [0.6, -1.2, -1.1], [-0.8, 3.1, 1.1], [1.0, 0.5, -0.8], [-1.9, -1.4, 2.1], [1.0, -1.1, -1.0], [0.4, -0.1, -0.2], [0.0, 0.1, 0.0], [-0.3, -0.1, 0.2], [-0.3, -0.3, 0.1], [0.3, 0.5, -0.4], [-2.0, 0.4, -1.9], [1.4, -0.9, 1.4], [0.4, 0.2, -0.6], [-0.2, -1.1, 1.5], [0.6, 1.0, 0.4], [-0.5, 0.1, -0.3], [0.6, -0.3, -0.3], [-0.2, 0.1, -0.2], [-0.2, -0.1, 0.0], [0.0, 0.3, 0.4]], "lowdin_charge": [-0.12, -0.09, -0.13, 0.01, -0.17, 0.05, 0.08, 0.10, 0.15, 0.11, -0.19, -0.12, -0.10, 0.06, -0.12, 0.10, 0.09, 0.11, 0.12, 0.11, -0.14, -0.11, -0.17, 0.05, -0.13, 0.09, 0.09, 0.10, 0.10, 0.09, -0.13, -0.08, -0.16, 0.01, -0.14, 0.08, 0.08, 0.10, 0.15, 0.09, -0.13, -0.13, -0.11, -0.01, -0.13, 0.09, 0.09, 0.10, 0.14, 0.10, -0.12, -0.12, -0.15, 0.02, -0.16, 0.09, 0.08, 0.09, 0.16, 0.11, -0.11, -0.11, -0.15, 0.02, -0.14, 0.08, 0.09, 0.08, 0.08, 0.11, -0.13, -0.15, -0.12, 0.04, -0.15, 0.08, 0.08, 0.10, 0.14, 0.10, -0.11, -0.18, -0.13, 0.05, -0.11, 0.10, 0.10, 0.10, 0.09, 0.09]}

---

no.,DFT total energy (eV)
1,-120228.2433
2,-51468.8523